Record 1
C62H160N10O24 | ωB97M-V with the def2-TZVPD basis set

Last column: Mulliken charge in e.
Cartesian coordinates (Å):
C1 -4.1587 6.0383 -4.0461  -0.341
C2 -5.6353 6.1682 -4.2374  -0.697
O1 -6.1024 5.1318 -5.0231  -0.518
O2 -3.9426 4.9911 -3.1684  -0.188
H1 -3.7787 6.9950 -3.7427  0.495
H2 -3.7619 5.8862 -5.0863  0.208
H3 -5.9520 7.0498 -4.7620  0.452
H4 -6.0249 6.2724 -3.2493  0.276
H5 -5.9297 4.2985 -4.5444  0.226
H6 -3.0088 4.7807 -3.0640  0.070
C3 -4.0301 2.0842 -6.1741  1.484
C4 -2.6430 1.9234 -6.7870  -0.471
O3 -1.7240 1.8616 -5.6760  -0.432
O4 -5.0371 2.2014 -7.2132  -0.709
H7 -4.0852 2.9188 -5.5096  -0.272
H8 -4.2918 1.2285 -5.5659  -0.584
H9 -2.3349 2.7620 -7.3828  0.446
H10 -2.6668 1.0870 -7.5035  0.162
H11 -1.4612 0.9282 -5.5978  0.301
H12 -5.9347 2.4456 -6.9439  0.345
C5 -0.5528 1.9710 7.3287  0.585
C6 -1.7285 2.4882 8.1388  -0.735
O5 -1.6290 2.1174 9.5166  -0.594
O6 0.6468 2.4222 7.9691  -0.631
H13 -0.5860 2.4645 6.3628  -0.148
H14 -0.7511 0.8745 7.2112  0.218
H15 -2.6751 2.1956 7.6323  0.260
H16 -1.6892 3.5741 8.0845  0.359
H17 -0.9133 2.6327 9.8908  0.331
H18 1.2683 1.5737 8.2577  0.370
C7 -4.0707 -2.7649 1.6745  -0.657
O7 -3.2098 -3.9490 1.7728  -0.093
C8 -3.9389 -5.1557 1.5406  -0.577
C9 -2.9778 -6.3140 1.5452  -0.723
N1 -1.8085 -5.9922 0.6892  0.043
C10 -0.8270 -7.0371 0.6294  -0.622
C11 0.5237 -6.5095 0.1669  -0.112
O8 0.9766 -5.5293 1.1108  0.076
C12 1.4778 -6.0074 2.3503  -0.864
H19 -4.7415 -2.8224 2.4788  0.502
H20 -4.7329 -2.7906 0.7978  0.387
H21 -3.4935 -1.8126 1.7687  -0.129
H22 -4.3564 -5.0921 0.4780  0.249
H23 -4.7482 -5.2353 2.2734  0.353
H24 -3.4616 -7.1865 1.1404  0.429
H25 -2.6570 -6.5677 2.6266  0.356
H26 -1.3373 -5.2294 1.0836  -0.089
H27 -1.1930 -7.8180 -0.0953  0.435
H28 -0.6302 -7.5114 1.5812  0.365
H29 0.4293 -5.9902 -0.8130  -0.413
H30 1.3340 -7.2594 0.0065  0.438
H31 1.7787 -6.9984 2.2951  0.553
H32 0.7550 -5.8675 3.1396  0.271
H33 2.4281 -5.4185 2.5588  -0.094
C13 7.3459 1.5675 -0.6357  -0.919
O9 6.2444 1.4036 0.2260  -0.231
C14 6.5261 0.5659 1.3506  -1.012
C15 5.3140 0.4882 2.3010  1.862
N2 5.4991 -0.6201 3.2033  -0.082
C16 5.1130 -1.9385 2.6611  0.586
C17 5.1010 -2.9896 3.7649  -1.590
O10 4.0270 -2.8240 4.7521  0.008
C18 4.0605 -3.9770 5.6258  -0.962
H34 7.9638 0.6415 -0.6452  0.342
H35 8.0431 2.3189 -0.2766  0.317
H36 7.2168 1.8071 -1.7057  0.263
H37 7.3608 0.9225 1.9081  0.446
H38 6.8251 -0.4578 1.0892  0.403
H39 4.4251 0.4417 1.6552  -0.796
H40 5.2371 1.3535 2.9348  -0.854
H41 5.1845 -0.3795 4.1721  0.233
H42 5.8220 -2.1967 1.8958  0.588
H43 4.1079 -1.9830 2.2177  -0.641
H44 6.0982 -3.0355 4.1762  0.371
H45 4.8562 -3.9179 3.2665  0.651
H46 4.8972 -3.8657 6.4039  0.232
H47 4.3372 -4.8794 5.0830  0.411
H48 3.0997 -4.0457 6.1673  0.246
C19 2.0214 0.3394 4.0847  -0.207
O11 1.2364 -0.0620 2.9881  1.191
C20 0.7381 -1.3597 3.2820  -0.654
C21 -0.0117 -1.9982 2.0909  -0.501
N3 -0.7795 -0.8571 1.4603  0.776
C22 -1.2554 -1.1989 0.1340  1.799
C23 -1.8833 0.0369 -0.5093  -0.568
O12 -2.2075 -0.2299 -1.8916  0.431
C24 -2.5765 0.9459 -2.6524  0.020
H49 2.6969 -0.4333 4.4486  -0.354
H50 1.2871 0.5252 4.9061  0.245
H51 2.4498 1.3581 3.9086  -0.291
H52 0.0346 -1.1704 4.1692  0.168
H53 1.5232 -2.0994 3.6651  -0.022
H54 -0.5666 -2.8440 2.4379  0.417
H55 0.7141 -2.4310 1.3934  -0.206
H56 -0.1450 -0.0908 1.4411  -0.058
H57 -1.9509 -2.0474 0.1039  0.387
H58 -0.4329 -1.5276 -0.5575  -2.499
H59 -1.1662 0.8367 -0.5189  -0.021
H60 -2.7747 0.3789 0.0127  0.435
H61 -3.4072 1.3428 -2.1941  0.515
H62 -2.8361 0.6980 -3.6919  -0.771
H63 -1.7536 1.6198 -2.6578  -0.194
C25 1.5809 2.8629 1.6731  -0.449
O13 1.4123 1.8852 0.6852  0.856
C26 2.5582 1.9285 -0.2428  -1.241
C27 2.4467 0.7460 -1.1678  0.546
N4 2.9162 -0.4461 -0.4569  0.498
C28 2.6826 -1.7062 -1.2233  0.923
C29 3.6530 -2.8106 -0.6838  -0.435
O14 3.6564 -3.9664 -1.4507  -0.149
C30 4.6315 -4.1098 -2.4466  -0.871
H64 0.6040 2.9458 2.1485  0.094
H65 1.9632 3.7782 1.2306  0.456
H66 2.4709 2.5669 2.2421  -0.574
H67 3.5093 1.8841 0.3183  0.551
H68 2.5364 2.8824 -0.8388  0.401
H69 2.9922 0.8145 -2.1200  -0.161
H70 1.3804 0.7044 -1.5096  -0.347
H71 2.3719 -0.5419 0.3853  -0.737
H72 2.8415 -1.6291 -2.2908  0.427
H73 1.6346 -2.1130 -1.0949  -0.782
H74 3.4229 -3.1001 0.3428  -0.397
H75 4.7068 -2.3623 -0.6508  0.283
H76 5.6717 -3.8935 -2.1298  0.315
H77 4.3733 -3.6322 -3.3358  0.349
H78 4.6262 -5.1698 -2.8527  0.290
C31 -3.5107 -2.2546 -8.9370  -0.780
O15 -2.4517 -1.8288 -7.9689  -0.449
C32 -2.8404 -2.0105 -6.5683  -0.736
C33 -1.5830 -2.0611 -5.6885  0.866
N5 -0.8231 -0.8022 -5.9321  -0.083
C34 0.4393 -0.8911 -5.2019  0.466
C35 1.4439 0.2330 -5.3865  -0.234
O16 2.6445 -0.1738 -4.7271  -0.116
C36 3.6120 0.8678 -4.7615  -0.903
H79 -4.3572 -1.6771 -8.8712  0.315
H80 -3.7117 -3.2801 -8.5982  0.283
H81 -3.0142 -2.2069 -9.9046  0.244
H82 -3.3214 -3.0290 -6.4278  0.445
H83 -3.4576 -1.2166 -6.2313  0.175
H84 -1.0254 -2.9333 -5.9249  -0.056
H85 -1.8692 -1.8701 -4.6136  -0.523
H86 -0.6367 -0.7429 -6.9446  0.299
H87 1.0875 -1.7209 -5.5377  -0.031
H88 0.1441 -1.1656 -4.1555  -0.781
H89 1.1232 1.1694 -4.9439  0.115
H90 1.7060 0.4550 -6.4489  0.444
H91 3.2799 1.8300 -4.3465  0.321
H92 3.9393 1.0809 -5.8545  0.251
H93 4.4189 0.5228 -4.0661  0.260
C37 -1.0855 -3.5074 -2.4191  0.475
O17 -0.3919 -4.1733 -3.4535  -0.457
C38 1.0199 -4.0791 -3.3825  1.437
C39 1.5379 -4.8060 -4.6598  -0.792
N6 0.9673 -6.1199 -4.8233  -0.396
C40 1.1704 -6.5907 -6.2194  -0.936
C41 0.2376 -6.0590 -7.2994  -0.313
O18 -1.1216 -6.2920 -6.8595  -0.345
C42 -2.0307 -5.8416 -7.8687  -0.733
H94 -2.1638 -3.7411 -2.5347  0.364
H95 -0.8526 -2.4303 -2.4027  -0.213
H96 -0.7250 -3.8821 -1.3295  -0.440
H97 1.4052 -4.6260 -2.5001  0.321
H98 1.3298 -3.0586 -3.3854  -1.040
H99 2.6254 -5.0428 -4.5962  0.273
H100 1.4116 -4.2044 -5.6097  0.217
H101 -0.0274 -6.1696 -4.6024  0.332
H102 1.1108 -7.6474 -6.2205  0.469
H103 2.2535 -6.2725 -6.4737  0.301
H104 0.5100 -6.5463 -8.2547  0.458
H105 0.3178 -4.9986 -7.3789  0.181
H106 -3.1108 -5.7667 -7.4643  0.226
H107 -1.9327 -6.5417 -8.6810  0.444
H108 -1.8035 -4.8461 -8.2802  0.215
C43 -0.3824 6.9513 4.8238  -0.798
O19 -0.9836 6.5834 3.5571  -0.090
C44 -1.1168 7.6151 2.6273  -0.857
C45 -1.7671 7.1017 1.3124  -0.561
N7 -0.7143 6.4648 0.4625  -0.289
C46 -1.2923 5.9388 -0.7210  -0.510
C47 -0.2099 5.3160 -1.5744  0.303
O20 -0.8220 4.6703 -2.6470  -0.271
C48 -0.0519 3.6525 -3.2174  -0.450
H109 -1.1507 7.5667 5.3664  0.305
H110 0.5813 7.4513 4.6690  0.340
H111 -0.1414 6.0802 5.3638  0.186
H112 -0.1218 8.0294 2.5240  0.429
H113 -1.7386 8.3872 3.0554  0.469
H114 -2.1848 7.9138 0.7071  0.459
H115 -2.5465 6.4595 1.6706  0.286
H116 -0.2655 5.8032 1.1030  0.188
H117 -1.7934 6.7202 -1.2982  0.345
H118 -2.0410 5.1195 -0.5649  0.197
H119 0.2481 4.5269 -1.0102  -0.466
H120 0.5241 6.0074 -1.9372  0.258
H121 0.2295 2.8944 -2.4705  -0.006
H122 0.8451 3.9753 -3.7126  0.510
H123 -0.6043 3.2417 -4.0645  0.085
C49 7.4828 3.5634 7.4014  -0.530
O21 7.7581 2.8244 6.2648  -0.443
C50 6.8770 3.1474 5.1485  -0.574
C51 5.3648 2.9054 5.3111  -0.270
N8 5.0286 1.6624 5.9577  0.421
C52 3.8682 1.7929 6.8877  -1.176
C53 3.5998 0.3758 7.3796  0.427
O22 2.6367 0.2989 8.4265  -0.553
C54 2.4243 -1.0152 8.8321  -0.777
H124 6.5337 3.1958 7.9325  0.091
H125 7.3417 4.6695 7.2628  0.267
H126 8.2852 3.5519 8.1257  0.329
H127 7.1943 2.4776 4.3150  0.045
H128 7.0257 4.1635 4.8845  0.576
H129 4.9509 2.9727 4.3089  -0.184
H130 4.7656 3.7176 5.8195  0.357
H131 5.8254 1.2710 6.4557  0.339
H132 3.0228 2.1146 6.2530  0.359
H133 3.9873 2.4655 7.6748  0.570
H134 4.5222 -0.0502 7.7522  0.461
H135 3.2445 -0.1889 6.5102  -0.432
H136 3.0993 -1.2817 9.5877  0.331
H137 2.5721 -1.7204 8.0225  0.192
H138 1.4055 -1.1332 9.1979  0.313
C55 -8.2691 1.5798 -2.2899  -1.602
C56 -6.7422 1.6709 -2.4443  0.234
C57 -6.1576 0.5368 -3.3172  0.834
O23 -6.0503 -0.5914 -2.5184  -0.368
C58 -5.5348 -1.6921 -3.2316  -0.746
N9 -6.4418 2.9678 -3.0789  -0.332
H139 -8.6800 1.6842 -3.3293  0.358
H140 -8.4889 2.3507 -1.5645  0.504
H141 -8.6264 0.5815 -1.8822  0.292
H142 -6.2458 1.5367 -1.4541  0.135
H143 -5.1934 0.8032 -3.7318  -0.945
H144 -6.9461 0.3726 -4.1471  0.333
H145 -5.1761 -2.4942 -2.6202  0.264
H146 -4.6271 -1.3599 -3.7941  0.164
H147 -6.2624 -2.0601 -3.9193  0.422
H148 -7.0957 3.7279 -2.8823  0.276
H149 -5.4943 3.2516 -2.7525  0.077
C59 -2.9307 3.5452 4.2484  -1.448
C60 -2.0970 2.5916 3.4133  1.518
C61 -2.5900 1.1190 3.4617  -0.215
O24 -2.3558 0.4848 4.7842  0.009
C62 -3.1808 -0.6422 4.8539  -0.845
N10 -2.2998 3.0810 2.0789  -0.492
H150 -2.6411 4.5762 4.0659  0.289
H151 -2.8909 3.3319 5.3585  0.040
H152 -3.9411 3.4354 3.9717  0.470
H153 -1.0392 2.6269 3.7305  -0.220
H154 -2.2784 0.4643 2.6562  -0.358
H155 -3.7178 1.2142 3.2688  0.435
H156 -3.0559 -1.3335 4.0128  0.085
H157 -4.2893 -0.4673 4.9347  0.257
H158 -2.8994 -1.1552 5.7698  0.355
H159 -2.0658 4.0792 2.0543  0.138
H160 -1.6078 2.7223 1.4073  -0.065

The gap between HOMO and LUMO is 8.93 eV. The largest force on an atom comes out at 4.5 eV/Å. Its LUMO energy is 0.5062 eV. The multiplicity is 1. As for the total charge: 0. The total energy is -4810.95735 a.u.

Record 2
C24H22MoN2O3 | ωB97M-V with the def2-TZVPD basis set

Last column: Mulliken charge in e.
Cartesian coordinates (Å):
Mo1 -0.5461 -1.2625 -0.9871  1.171
O1 3.4936 -2.7879 -1.8142  -0.616
C1 3.8998 -2.7745 -0.5499  0.599
C2 5.2085 -3.1932 -0.2927  -0.769
C3 5.7116 -3.1744 0.9874  -0.320
C4 4.9148 -2.7622 2.0668  -0.850
C5 3.6173 -2.3927 1.8513  -0.448
C6 3.0693 -2.3883 0.5439  0.200
C7 1.6932 -2.0678 0.3844  1.307
O2 1.0989 -1.8550 -0.8205  -0.884
N1 0.8760 -1.9850 1.4035  -1.160
N2 -0.3779 -1.7571 1.0403  0.272
C8 -1.3672 -1.9009 1.8827  -0.263
C9 -2.7508 -1.7633 1.5378  0.854
C10 -3.7373 -1.9129 2.5269  -0.852
C11 -5.0811 -1.8722 2.2042  -0.723
C12 -5.4778 -1.6694 0.8867  -0.540
C13 -4.5347 -1.4820 -0.1182  -0.503
C14 -3.1864 -1.5276 0.1982  0.486
O3 -2.2105 -1.3366 -0.7032  -0.557
H1 2.5794 -2.4809 -1.9287  0.336
H2 5.8095 -3.5170 -1.1271  0.479
H3 6.7322 -3.4771 1.1639  0.422
H4 5.3274 -2.7500 3.0628  0.429
H5 2.9718 -2.0941 2.6586  0.472
H6 -1.1188 -2.1828 2.9049  0.496
H7 -3.4279 -2.0648 3.5500  0.441
H8 -5.8213 -2.0070 2.9780  0.445
H9 -6.5265 -1.6494 0.6347  0.437
H10 -4.8346 -1.3136 -1.1454  0.495
C15 -1.8027 1.6856 0.1131  -1.842
C16 -0.8936 1.8068 -1.1292  2.725
C17 -1.7880 1.7297 -2.3990  -1.347
C18 -0.0117 0.6226 -1.2092  -0.463
C19 -0.0993 3.1011 -1.1367  -0.120
C20 0.8904 3.2817 -2.1086  -0.143
C21 1.7202 4.3826 -2.0821  -0.983
C22 1.5736 5.3398 -1.0867  -0.462
C23 0.5745 5.1841 -0.1367  -0.878
C24 -0.2579 4.0825 -0.1637  -0.387
H11 -2.4813 0.8384 0.0216  0.102
H12 -2.4144 2.5794 0.2020  0.668
H13 -1.1999 1.5781 1.0163  0.456
H14 -2.3102 0.7623 -2.4585  0.316
H15 -1.2010 1.8748 -3.3038  0.375
H16 -2.5283 2.5244 -2.3479  0.456
H17 1.0581 0.8736 -1.2318  0.644
H18 1.0098 2.5500 -2.8983  0.403
H19 2.4816 4.5028 -2.8358  0.402
H20 2.2289 6.1945 -1.0520  0.427
H21 0.4550 5.9124 0.6485  0.408
H22 -1.0093 3.9942 0.6004  0.390

The gap between HOMO and LUMO is 5.21 eV. The largest force on an atom comes out at 4.7 eV/Å. The calculation puts the energy above the lowest of the compared OMol25 structures with the same formula, charge and spin at 34.3 kcal per mole. Its LUMO energy is -8.9169 eV. The multiplicity is 1. As for the total charge: +2. The total energy is -1330.48245 a.u.

Record 3
C4H11N3O2 | ωB97M-V with the def2-TZVPD basis set

Last column: Mulliken charge in e.
Cartesian coordinates (Å):
C1 -0.2319 -0.8096 2.5698  -0.569
C2 -1.3244 -1.1627 1.6453  0.765
O1 -2.2269 -0.0585 1.6644  -0.525
O2 -1.4881 -1.9892 0.7731  -0.594
H1 0.4806 -0.3181 1.9476  -0.010
H2 0.2119 -1.7263 2.9716  0.289
H3 -0.5890 -0.0846 3.4291  0.268
C3 2.1986 0.2425 -0.3204  -1.170
C4 0.1328 0.4781 -1.4319  0.546
N1 0.8385 -0.1933 -0.6219  -0.396
N2 0.2888 1.7271 -2.1826  -0.554
N3 -1.1549 -0.1037 -1.7107  -0.355
H4 -2.9089 -0.0941 0.8941  0.353
H5 1.8564 1.0559 0.2419  0.511
H6 2.7251 0.5924 -1.1650  0.357
H7 1.2380 2.0006 -2.0123  0.272
H8 0.1264 1.6802 -3.1658  0.241
H9 -1.5278 -0.8392 -1.1002  0.185
H10 -1.4786 0.0575 -2.6331  0.158
H11 2.8334 -0.4550 0.2069  0.228

Its SMILES is CN=C(N)N.CC(=O)O. The gap between HOMO and LUMO is 9.29 eV. The largest force on an atom comes out at 4.5 eV/Å. The calculation puts the energy above the lowest of the compared OMol25 structures with the same formula, charge and spin at 46.5 kcal per mole. Its LUMO energy is 0.8025 eV. The multiplicity is 1. As for the total charge: 0. The total energy is -473.72870 a.u.